Run 1
Below is CH2Cl2NO2S as an isolated structure, with properties calculated with ωB97M-V/def2-TZVPD.

Summary:
frontier orbital gap	7.876	eV

Geometry as ORCA input:
```
! RIJCOSX wB97M-V def2-TZVPD def2/J DEFGRID3
* xyz -1 1
C -3.31 -0.24 -0.92
N -0.11 -0.12 0.27
O -1.25 2.03 -0.51
O -1.82 0.94 1.67
S -1.60 0.77 0.22
Cl -4.39 0.65 0.20
Cl -2.87 -1.73 -0.15
H -0.64 -1.01 0.36
H 0.22 0.06 -0.73
*
```

=====

Run 2
Below is a 2-piece molecular cluster, CH2Cl2NO2S overall, with properties calculated with ωB97M-V/def2-TZVPD.

Summary:
frontier orbital gap	7.668	eV

Geometry as ORCA input:
```
! RIJCOSX wB97M-V def2-TZVPD def2/J DEFGRID3
* xyz -1 1
C -0.58 -1.29 -1.29
N 0.69 0.06 1.57
O 1.50 1.21 -0.44
O -0.71 1.79 0.29
S 0.22 0.70 -0.01
Cl 0.03 -0.65 -2.79
Cl -2.22 -0.76 -0.95
H -0.06 -0.23 2.18
H 1.12 -0.82 1.44
*
```

=====

The structure with the least stability is run 1.

=====

Run 1
Below is C11H22NS as an isolated structure, with properties calculated with ωB97M-V/def2-TZVPD.

Summary:
frontier orbital gap	9.615	eV

Geometry as ORCA input:
```
! RIJCOSX wB97M-V def2-TZVPD def2/J DEFGRID3
* xyz 1 1
C -1.59 -1.20 -0.23
C -0.45 -1.15 2.46
C -2.41 -0.03 0.38
C -2.63 -1.94 -1.19
C -1.93 -0.69 -1.56
C -2.64 0.49 -1.01
C -2.24 1.86 -1.39
C 2.17 1.02 -2.02
C 2.38 -1.29 -1.28
C 1.50 -0.09 -1.34
C 1.06 0.48 0.06
N 1.87 0.77 1.08
S 0.11 -1.44 0.80
H -1.61 -1.21 2.29
H -0.17 -2.02 3.09
H -3.35 -0.31 0.90
H -1.76 0.59 1.00
H -3.57 -2.16 -0.85
H -2.39 -2.88 -1.69
H -1.41 -0.76 -2.47
H -3.70 0.53 -1.18
H -3.15 2.55 -1.21
H -1.75 1.93 -2.51
H -1.41 2.31 -0.71
H 2.62 0.77 -3.03
H 2.96 1.46 -1.40
H 1.48 1.78 -2.18
H 2.02 -2.20 -0.77
H 2.68 -1.64 -2.18
H 3.36 -1.03 -0.81
H 0.54 -0.51 -1.83
H 0.15 1.02 0.10
H 1.66 1.47 1.74
H -0.11 -0.18 2.96
H 2.81 0.35 1.10
*
```

=====

Run 2
Below is a 3-piece molecular cluster, C11H22NS overall, with properties calculated with ωB97M-V/def2-TZVPD.

Summary:
frontier orbital gap (alpha / beta)	4.190 / 2.705	eV

Geometry as ORCA input:
```
! RIJCOSX wB97M-V def2-TZVPD def2/J DEFGRID3
* xyz 1 1
C 4.41 -5.46 -2.56
C -0.02 -6.78 -4.17
C 4.74 -6.88 -2.28
C 2.45 -4.70 -1.87
C 3.75 -5.17 -1.24
C 3.89 -6.72 -0.97
C 4.35 -7.04 0.46
C -4.24 8.76 0.87
C -5.54 7.95 2.84
C -4.23 8.68 2.46
C -3.05 7.87 2.85
N -2.20 8.22 3.84
S 2.96 -5.15 -3.59
H 0.90 -7.40 -4.11
H -0.06 -5.70 -4.14
H 4.33 -7.73 -2.88
H 5.77 -7.16 -2.30
H 1.43 -5.27 -1.67
H 2.13 -3.60 -1.97
H 4.19 -4.50 -0.57
H 2.76 -7.03 -1.02
H 4.20 -8.12 0.49
H 3.89 -6.50 1.18
H 5.41 -6.74 0.54
H -5.06 9.58 0.64
H -4.45 7.77 0.47
H -3.27 8.88 0.58
H -6.23 8.72 3.21
H -6.08 7.54 2.06
H -5.37 7.25 3.55
H -4.26 9.61 2.84
H -3.02 7.04 2.25
H -1.28 7.81 3.86
H -1.01 -7.18 -3.90
H -2.19 9.14 4.24
*
```

=====

The structure with the least stability is run 2.

=====

Run 1
Below is one molecule with the formula C3H3NO2S, with properties calculated with ωB97M-V/def2-TZVPD.

Summary:
frontier orbital gap (alpha / beta)	7.202 / 7.198	eV

Geometry as ORCA input:
```
! RIJCOSX wB97M-V def2-TZVPD def2/J DEFGRID3
* xyz 0 1
C -0.47 -0.20 1.08
C -1.50 0.16 -1.22
C 0.52 0.18 -0.05
N -0.23 0.29 -1.31
O -2.53 -0.13 -1.70
O 1.53 -0.49 2.67
S 0.02 -0.48 2.57
H 0.89 1.23 0.06
H 1.36 -0.68 -0.02
H 0.41 0.11 -2.08
*
```

=====

Run 2
Below is one molecule with the formula C3H3NO2S, with properties calculated with ωB97M-V/def2-TZVPD.

Summary:
frontier orbital gap	10.105	eV

Geometry as ORCA input:
```
! RIJCOSX wB97M-V def2-TZVPD def2/J DEFGRID3
* xyz 0 1
C -0.58 1.47 0.59
C -0.56 -0.84 -0.30
C 0.94 -0.76 -0.42
H -0.79 -1.50 0.54
H -0.96 -1.13 -1.26
H 1.34 -1.55 -1.02
N 1.77 0.05 0.11
O -1.08 2.56 0.64
O -1.13 0.50 -0.15
S 1.04 1.19 1.27
*
```

=====

The structure with the least stability is run 1.

=====

Run 1
Below is one molecule with the formula C3H3NO2S, with properties calculated with ωB97M-V/def2-TZVPD.

Summary:
frontier orbital gap	7.744	eV

Geometry as ORCA input:
```
! RIJCOSX wB97M-V def2-TZVPD def2/J DEFGRID3
* xyz 0 1
C -0.62 -0.53 0.24
C 0.64 0.34 0.23
C 0.37 1.81 0.14
H -1.34 -2.31 -0.49
H 0.35 -1.90 -0.92
H 1.12 2.50 0.56
N -0.56 -1.68 -0.51
O -1.53 -0.22 0.94
O -0.57 2.26 -0.43
S 2.14 -0.27 0.24
*
```

=====

Run 2
Below is one molecule with the formula C3H3NO2S, with properties calculated with ωB97M-V/def2-TZVPD.

Summary:
frontier orbital gap (alpha / beta)	5.791 / 5.795	eV

Geometry as ORCA input:
```
! RIJCOSX wB97M-V def2-TZVPD def2/J DEFGRID3
* xyz 0 1
C 0.75 -0.15 0.30
C 0.08 -1.19 -0.28
C 0.42 1.21 0.56
N -0.61 1.85 0.12
O -1.03 2.98 0.33
O -1.60 -2.64 -1.51
S -1.52 -1.31 -0.91
H 1.75 -0.39 0.65
H 0.61 -2.12 -0.38
H 1.16 1.76 1.13
*
```

=====

Run 3
Below is one molecule with the formula C3H3NO2S, with properties calculated with ωB97M-V/def2-TZVPD.

Summary:
frontier orbital gap	8.578	eV

Geometry as ORCA input:
```
! RIJCOSX wB97M-V def2-TZVPD def2/J DEFGRID3
* xyz 0 1
C 0.07 0.93 0.27
C -0.79 -0.23 0.33
C 1.80 0.90 -1.44
N 0.94 0.98 -0.64
O -0.33 -1.34 -0.32
O -1.45 -2.61 1.58
S -0.34 -1.77 1.26
H 0.29 1.67 1.02
H -1.90 0.04 0.35
H 1.71 1.42 -2.41
*
```

=====

The structure with the least stability is run 2.

=====

Run 1
Below is a 9-piece molecular cluster, C18H54O9 overall, with properties calculated with ωB97M-V/def2-TZVPD.

Summary:
frontier orbital gap	10.275	eV

Geometry as ORCA input:
```
! RIJCOSX wB97M-V def2-TZVPD def2/J DEFGRID3
* xyz 0 1
C 2.69 2.67 -5.70
C 3.51 3.52 -6.61
O 2.65 4.47 -7.26
H 2.03 1.92 -6.13
H 2.07 3.33 -5.11
H 3.34 2.11 -5.02
H 4.00 2.97 -7.41
H 4.13 4.16 -5.99
H 2.16 4.01 -7.95
C -0.27 -0.24 1.04
C -1.04 -0.49 -0.18
O -0.51 0.21 -1.34
H -0.58 -0.97 1.79
H -0.50 0.75 1.45
H 0.75 -0.47 0.74
H -2.12 -0.33 -0.15
H -0.87 -1.51 -0.51
H -0.62 -0.34 -2.13
C 0.79 6.02 4.26
C 1.44 5.81 2.84
O 2.32 6.87 2.48
H 1.63 6.00 4.97
H 0.14 5.18 4.47
H 0.11 6.86 4.39
H 0.61 5.82 2.14
H 2.01 4.88 2.86
H 3.25 6.62 2.38
C -4.08 5.77 -5.09
C -3.55 4.44 -4.59
O -2.65 4.74 -3.57
H -4.37 6.33 -4.20
H -4.82 5.75 -5.89
H -3.30 6.34 -5.59
H -3.06 3.89 -5.40
H -4.46 4.01 -4.17
H -2.27 3.92 -3.24
C -4.76 -4.88 0.98
C -4.82 -5.71 -0.25
O -6.12 -6.18 -0.34
H -3.80 -4.37 0.97
H -4.88 -5.48 1.88
H -5.59 -4.18 0.90
H -4.12 -6.54 -0.19
H -4.75 -5.18 -1.20
H -6.21 -6.90 0.29
C 6.19 -0.36 -0.90
C 6.80 0.88 -1.61
O 8.06 1.05 -1.07
H 6.10 -0.07 0.14
H 6.82 -1.25 -0.98
H 5.19 -0.46 -1.33
H 6.24 1.81 -1.54
H 6.87 0.77 -2.70
H 7.93 1.26 -0.14
C 1.15 -4.17 -4.17
C 1.29 -2.83 -4.85
O 0.11 -2.14 -4.82
H 1.21 -4.09 -3.08
H 2.05 -4.60 -4.60
H 0.34 -4.76 -4.60
H 1.47 -2.97 -5.92
H 1.96 -2.12 -4.38
H -0.36 -2.30 -5.64
C -2.47 0.75 6.37
C -2.23 0.28 7.78
O -1.20 1.00 8.38
H -1.52 0.80 5.85
H -2.78 1.80 6.36
H -3.18 0.09 5.86
H -2.11 -0.80 7.89
H -3.01 0.52 8.50
H -0.36 0.77 7.99
C -1.22 -5.33 5.18
C -0.64 -6.41 6.14
O 0.70 -6.68 5.79
H -1.24 -5.50 4.10
H -0.59 -4.44 5.21
H -2.21 -5.14 5.60
H -1.20 -7.34 6.18
H -0.66 -6.12 7.19
H 0.95 -7.52 6.19
*
```

=====

Run 2
Below is a 9-piece molecular cluster, C18H54O9 overall, with properties calculated with ωB97M-V/def2-TZVPD.

Summary:
frontier orbital gap	9.982	eV

Geometry as ORCA input:
```
! RIJCOSX wB97M-V def2-TZVPD def2/J DEFGRID3
* xyz 0 1
C 1.96 -3.34 1.84
C 1.22 -4.03 0.71
O 2.20 -4.33 -0.30
H 1.21 -3.10 2.59
H 2.48 -2.43 1.53
H 2.70 -3.99 2.31
H 0.43 -3.43 0.27
H 0.86 -4.98 1.10
H 1.80 -4.84 -1.01
C 0.43 0.61 0.74
C 0.75 -0.35 -0.38
O 0.54 0.26 -1.65
H 0.60 0.20 1.73
H -0.62 0.91 0.63
H 1.00 1.53 0.58
H 0.07 -1.20 -0.34
H 1.75 -0.78 -0.31
H 1.32 0.12 -2.21
C -4.36 1.50 2.90
C -3.72 1.97 1.61
O -4.78 2.05 0.65
H -5.09 2.23 3.26
H -3.68 1.23 3.71
H -4.97 0.62 2.69
H -2.95 1.27 1.29
H -3.31 2.98 1.73
H -4.49 2.59 -0.09
C 0.45 3.74 -1.55
C 0.27 4.82 -0.49
O -1.11 5.12 -0.36
H 0.15 4.06 -2.55
H -0.15 2.88 -1.24
H 1.51 3.49 -1.56
H 0.83 5.71 -0.82
H 0.72 4.49 0.45
H -1.27 5.56 0.47
C -1.52 -1.85 2.62
C -2.23 -1.95 3.97
O -1.87 -3.20 4.57
H -1.95 -1.00 2.07
H -1.77 -2.71 1.99
H -0.44 -1.73 2.66
H -3.31 -1.84 3.81
H -1.93 -1.17 4.66
H -2.08 -3.87 3.92
C 0.08 -1.24 -5.10
C 0.81 0.06 -5.41
O 0.22 0.71 -6.51
H 0.46 -1.75 -4.22
H 0.18 -1.92 -5.95
H -0.99 -1.09 -4.96
H 1.88 -0.12 -5.50
H 0.71 0.67 -4.50
H 0.00 1.62 -6.29
C -2.49 1.78 -3.96
C -2.74 1.01 -2.65
O -2.07 -0.21 -2.60
H -2.64 1.14 -4.83
H -1.41 2.00 -3.99
H -2.97 2.75 -4.04
H -3.82 0.88 -2.55
H -2.39 1.67 -1.84
H -1.12 -0.06 -2.47
C 3.76 -1.83 -2.91
C 4.13 -0.39 -2.61
O 3.04 0.47 -2.97
H 2.86 -2.10 -2.36
H 4.56 -2.47 -2.55
H 3.66 -2.00 -3.98
H 5.01 -0.13 -3.22
H 4.41 -0.20 -1.57
H 3.35 1.38 -2.98
C 1.27 -0.24 5.16
C 2.08 -0.82 6.30
O 1.99 0.04 7.44
H 0.22 -0.15 5.43
H 1.39 -0.92 4.31
H 1.67 0.73 4.87
H 3.14 -0.90 6.03
H 1.70 -1.80 6.58
H 2.38 -0.37 8.21
*
```

=====

The structure with the least stability is run 1.

=====

Run 1
Below is a 9-piece molecular cluster, C18H54O9 overall, with properties calculated with ωB97M-V/def2-TZVPD.

Summary:
frontier orbital gap	10.536	eV

Geometry as ORCA input:
```
! RIJCOSX wB97M-V def2-TZVPD def2/J DEFGRID3
* xyz 0 1
C 6.25 7.53 7.89
C 4.93 7.48 7.13
O 4.97 6.42 6.15
H 6.21 8.34 8.62
H 7.11 7.68 7.24
H 6.49 6.64 8.48
H 4.66 8.44 6.70
H 4.09 7.32 7.81
H 4.11 6.00 6.19
C -1.79 4.27 -7.47
C -1.67 3.08 -6.59
O -0.34 3.11 -6.05
H -1.63 5.10 -6.78
H -2.78 4.40 -7.90
H -1.01 4.44 -8.21
H -1.90 2.18 -7.16
H -2.40 3.07 -5.78
H -0.36 2.90 -5.11
C 5.91 -6.40 2.48
C 5.43 -7.76 2.96
O 6.44 -8.70 3.12
H 6.62 -6.10 3.25
H 5.11 -5.67 2.44
H 6.54 -6.32 1.59
H 4.72 -8.20 2.26
H 4.82 -7.72 3.87
H 5.97 -9.53 3.09
C -8.01 -0.40 3.39
C -8.98 -1.07 2.52
O -9.46 -0.21 1.58
H -8.45 0.18 4.21
H -7.40 0.31 2.82
H -7.37 -1.11 3.92
H -9.84 -1.46 3.07
H -8.60 -1.99 2.07
H -9.54 -0.61 0.72
C -0.94 -0.07 0.98
C 0.39 0.62 0.89
O 0.45 1.48 -0.24
H -0.80 -0.96 1.60
H -1.37 -0.45 0.05
H -1.76 0.57 1.30
H 1.15 -0.15 0.73
H 0.66 1.16 1.80
H 1.07 2.21 -0.14
C -7.88 -0.75 -3.84
C -9.28 -1.01 -4.40
O -10.11 -1.78 -3.53
H -7.85 -0.17 -2.92
H -7.31 -0.20 -4.60
H -7.32 -1.64 -3.55
H -9.19 -1.35 -5.43
H -9.75 -0.04 -4.57
H -10.98 -1.66 -3.93
C 4.90 6.05 -8.26
C 5.29 4.91 -7.37
O 4.78 5.15 -6.11
H 5.32 6.03 -9.27
H 5.02 7.08 -7.94
H 3.85 5.84 -8.47
H 6.37 4.78 -7.42
H 4.83 3.98 -7.71
H 3.90 4.78 -6.11
C 4.78 -0.18 7.00
C 3.55 -0.74 7.66
O 2.59 0.21 7.41
H 5.71 -0.71 7.21
H 4.94 0.86 7.28
H 4.64 -0.19 5.92
H 3.68 -0.77 8.74
H 3.25 -1.76 7.46
H 1.90 0.26 8.07
C -0.17 -7.75 -2.02
C -1.36 -7.02 -2.56
O -1.27 -7.19 -3.91
H -0.40 -7.72 -0.96
H 0.79 -7.22 -2.05
H -0.01 -8.72 -2.48
H -1.22 -5.95 -2.38
H -2.36 -7.32 -2.27
H -1.35 -8.10 -4.20
*
```

=====

Run 2
Below is a 9-piece molecular cluster, C18H54O9 overall, with properties calculated with ωB97M-V/def2-TZVPD.

Summary:
frontier orbital gap	10.164	eV

Geometry as ORCA input:
```
! RIJCOSX wB97M-V def2-TZVPD def2/J DEFGRID3
* xyz 0 1
C -4.42 -1.85 -0.68
C -4.32 -0.90 0.49
O -5.31 0.13 0.35
H -4.31 -1.40 -1.66
H -5.23 -2.57 -0.60
H -3.57 -2.55 -0.69
H -3.42 -0.29 0.48
H -4.40 -1.49 1.41
H -5.24 0.81 1.03
C -0.60 0.79 0.12
C 0.23 -0.38 -0.42
O -0.61 -1.51 -0.56
H -1.14 1.14 -0.78
H -0.07 1.66 0.48
H -1.50 0.50 0.67
H 1.10 -0.57 0.20
H 0.53 0.05 -1.38
H -0.39 -1.97 -1.38
C 3.16 -0.52 3.12
C 2.51 -1.03 4.39
O 1.36 -1.82 4.10
H 3.52 -1.31 2.47
H 4.00 0.13 3.37
H 2.42 0.08 2.57
H 2.17 -0.16 4.97
H 3.25 -1.58 4.98
H 1.28 -2.50 4.76
C 0.94 3.93 2.93
C 1.58 3.81 4.29
O 2.84 4.49 4.25
H 1.51 3.30 2.24
H 0.87 4.94 2.54
H -0.04 3.43 2.91
H 1.79 2.76 4.50
H 0.88 4.25 5.02
H 3.38 4.10 4.94
C -3.35 0.76 5.65
C -2.37 1.38 4.64
O -2.56 0.92 3.33
H -4.36 1.08 5.38
H -3.23 1.16 6.66
H -3.18 -0.31 5.71
H -1.32 1.29 4.93
H -2.55 2.46 4.65
H -2.26 0.01 3.21
C -0.20 1.74 -4.58
C 0.81 2.29 -5.57
O 1.75 1.26 -5.89
H -0.78 0.94 -5.04
H -0.83 2.54 -4.18
H 0.26 1.18 -3.76
H 1.36 3.19 -5.27
H 0.27 2.53 -6.49
H 2.45 1.66 -6.40
C 1.99 3.91 -0.93
C 2.39 4.41 -2.30
O 1.60 5.49 -2.82
H 2.32 4.52 -0.09
H 2.41 2.92 -0.73
H 0.91 3.85 -0.78
H 2.23 3.62 -3.04
H 3.46 4.61 -2.23
H 2.11 5.88 -3.53
C 2.46 -2.75 -2.68
C 1.75 -2.67 -4.02
O 0.35 -2.83 -3.80
H 3.52 -2.70 -2.92
H 2.18 -3.74 -2.32
H 2.29 -1.95 -1.96
H 2.15 -3.42 -4.71
H 2.03 -1.74 -4.53
H -0.06 -2.92 -4.66
C -0.58 -5.49 -1.38
C -1.36 -6.70 -1.89
O -2.61 -6.82 -1.27
H 0.50 -5.61 -1.50
H -0.75 -5.22 -0.34
H -0.91 -4.63 -1.97
H -0.74 -7.58 -1.66
H -1.43 -6.69 -2.99
H -2.91 -7.73 -1.32
*
```

=====

The structure with the least stability is run 1.